Entry 1:
A structure of composition C30H54F8N8O16S8V, computed with the ωB97M-V functional and the def2-TZVPD basis.

Computed properties:
HOMO energy (spin up / spin down) = -11.393 / -12.234 eV

Geometry as ORCA input:
```
! RIJCOSX wB97M-V def2-TZVPD def2/J DEFGRID3
* xyz 2 4
V -2.996 1.333 -0.096
C -1.665 -2.718 -2.755
N -2.403 -3.408 -3.843
C -3.411 -2.762 -4.538
C -4.037 -3.454 -5.590
C -3.709 -4.785 -5.806
C -2.649 -5.394 -5.154
C -1.950 -4.644 -4.221
C -4.520 -5.509 -6.882
C -5.053 -6.816 -6.695
C -5.858 -7.374 -7.703
N -5.894 -6.828 -8.869
C -5.391 -5.543 -9.146
C -4.701 -4.893 -8.160
C -6.544 -7.578 -9.976
H -0.738 -2.292 -3.139
H -1.585 -3.437 -1.940
H -2.292 -1.886 -2.434
H -3.598 -1.723 -4.310
H -4.827 -2.981 -6.154
H -2.330 -6.404 -5.361
H -1.097 -4.987 -3.654
H -4.989 -7.379 -5.776
H -6.472 -8.250 -7.551
H -5.404 -5.347 -10.208
H -4.290 -3.906 -8.313
H -6.935 -6.912 -10.746
H -7.285 -8.259 -9.558
H -5.752 -8.221 -10.360
C 2.223 3.982 1.120
C 2.579 3.894 2.617
C 3.975 4.413 3.110
N 4.234 4.224 4.634
C 5.714 4.493 4.924
C 6.209 5.881 5.183
C 5.265 6.708 6.106
C 3.809 6.621 5.450
C 3.349 5.106 5.514
C 3.766 2.799 5.050
H 1.160 3.807 0.955
H 2.871 3.288 0.584
H 2.413 4.941 0.636
H 2.302 2.859 2.817
H 1.819 4.500 3.111
H 3.918 5.501 3.069
H 4.791 3.939 2.563
H 6.288 3.817 4.290
H 5.859 3.957 5.861
H 6.307 6.327 4.193
H 7.224 5.780 5.569
H 5.646 7.717 5.949
H 5.339 6.389 7.146
H 3.811 7.043 4.445
H 3.029 7.145 6.000
H 2.335 4.965 5.141
H 3.428 4.612 6.483
H 2.685 2.769 4.909
H 4.067 2.420 6.026
H 4.282 2.145 4.347
C 6.654 -1.909 -0.722
C 5.481 -2.199 0.231
C 4.822 -0.958 0.901
N 3.498 -1.189 1.784
C 2.260 -1.765 1.023
C 1.117 -1.977 2.016
C 1.593 -2.748 3.311
C 2.757 -2.231 4.040
C 3.817 -2.120 2.972
C 3.093 0.251 2.290
H 7.413 -1.388 -0.139
H 6.509 -1.299 -1.614
H 6.954 -2.937 -0.927
H 5.921 -2.857 0.980
H 4.696 -2.795 -0.235
H 4.528 -0.228 0.147
H 5.514 -0.462 1.582
H 2.599 -2.722 0.627
H 2.041 -1.087 0.197
H 0.375 -2.610 1.529
H 0.507 -1.111 2.274
H 1.788 -3.785 3.040
H 0.735 -2.539 3.949
H 3.129 -2.942 4.778
H 2.467 -1.311 4.548
H 3.993 -3.182 2.800
H 4.799 -1.765 3.285
H 3.157 0.916 1.429
H 3.902 0.510 2.973
H 2.137 0.237 2.813
N -4.336 -0.051 -0.798
S -5.522 0.039 -1.752
O -6.821 -0.376 -1.280
O -5.236 -0.157 -3.139
F -5.607 1.654 -1.640
S -4.661 -1.746 -0.511
O -4.564 -2.693 -1.655
O -5.429 -2.186 0.667
F -3.159 -1.985 0.013
N -2.308 1.103 1.806
S -2.770 0.205 3.194
O -3.670 0.819 4.203
O -1.739 -0.639 3.752
F -3.789 -0.770 2.324
S -1.499 2.104 2.599
O -0.035 1.874 2.636
O -2.190 2.910 3.564
F -1.396 3.077 1.290
N -1.364 1.363 -1.418
S 0.305 0.816 -1.270
O 1.422 1.734 -1.114
O 0.634 -0.443 -1.987
F 0.122 0.301 0.220
S -1.263 1.745 -2.894
O -1.692 0.751 -3.886
O -0.237 2.710 -3.334
F -2.550 2.670 -2.937
N -4.105 3.066 0.116
S -4.064 4.631 -0.553
O -3.890 5.737 0.336
O -4.800 4.849 -1.770
F -2.551 4.570 -1.108
S -5.188 3.353 1.110
O -6.484 3.583 0.521
O -4.783 4.051 2.366
F -5.362 1.849 1.586
*
```

---

Entry 2:
A cluster of 3 separate species, C30H54IO6P in total, computed with the ωB97M-V functional and the def2-TZVPD basis.

Computed properties:
HOMO energy = -9.248 eV

Geometry as ORCA input:
```
! RIJCOSX wB97M-V def2-TZVPD def2/J DEFGRID3
* xyz 0 1
C 9.349 -0.735 2.462
C 7.847 -0.816 2.218
O 7.373 0.448 1.689
P 5.860 0.395 1.133
O 5.181 -0.788 1.684
C 4.927 1.875 1.649
C 3.433 1.530 1.514
C 2.570 2.717 1.019
C 1.149 2.601 1.568
I 1.221 3.330 3.596
C 0.467 1.230 1.480
C -0.980 1.675 1.719
C -2.108 0.853 1.116
O -2.435 -0.273 1.930
C -1.907 -1.461 1.463
C -0.962 -2.082 2.227
C -0.422 -3.240 1.748
C -0.783 -3.782 0.554
C -1.745 -3.165 -0.200
C -2.290 -2.009 0.277
O -1.073 2.956 1.036
C 0.162 3.335 0.609
O 0.406 4.038 -0.340
O 5.791 0.428 -0.464
C 6.359 -0.733 -1.111
C 5.585 -0.948 -2.401
H 9.657 -1.713 2.833
H 9.588 0.021 3.207
H 9.863 -0.530 1.524
H 7.369 -1.005 3.175
H 7.674 -1.619 1.508
H 5.205 2.660 0.938
H 5.217 2.174 2.652
H 3.083 1.171 2.481
H 3.307 0.713 0.806
H 3.056 3.648 1.307
H 2.579 2.679 -0.072
H 0.581 0.758 0.504
H 0.739 0.577 2.308
H -1.252 1.914 2.749
H -3.019 1.438 0.996
H -1.814 0.554 0.106
H -0.645 -1.684 3.179
H 0.334 -3.750 2.332
H -0.315 -4.686 0.191
H -2.072 -3.567 -1.148
H -3.047 -1.479 -0.292
H 6.360 -1.621 -0.481
H 7.386 -0.473 -1.380
H 4.512 -0.944 -2.217
H 5.798 -0.116 -3.072
H 5.890 -1.885 -2.864
C -5.820 8.182 0.267
C -4.566 8.348 1.120
C -3.299 7.824 0.445
C -3.300 6.325 0.139
C -3.514 5.418 1.348
C -2.417 5.544 2.400
H -6.036 7.132 0.066
H -6.688 8.604 0.777
H -5.711 8.698 -0.690
H -4.713 7.858 2.086
H -4.428 9.411 1.334
H -2.439 8.067 1.075
H -3.146 8.368 -0.492
H -2.346 6.068 -0.332
H -4.070 6.106 -0.607
H -3.544 4.382 1.000
H -4.487 5.616 1.808
H -1.443 5.311 1.971
H -2.598 4.848 3.222
H -2.376 6.549 2.824
C -3.602 -6.361 -5.776
C -3.782 -7.514 -4.793
C -4.278 -7.067 -3.418
C -3.336 -6.128 -2.664
C -1.928 -6.672 -2.425
C -1.907 -7.929 -1.560
H -2.846 -5.653 -5.435
H -3.284 -6.737 -6.750
H -4.540 -5.820 -5.917
H -2.842 -8.065 -4.698
H -4.509 -8.217 -5.209
H -4.472 -7.955 -2.809
H -5.244 -6.567 -3.535
H -3.791 -5.884 -1.699
H -3.258 -5.180 -3.206
H -1.338 -5.898 -1.926
H -1.428 -6.875 -3.376
H -2.366 -7.739 -0.587
H -0.879 -8.256 -1.388
H -2.437 -8.756 -2.035
*
```

---

Entry 3:
A cluster of 8 separate species, C30H54N6O8S in total, computed with the ωB97M-V functional and the def2-TZVPD basis.

Computed properties:
HOMO energy = 0.603 eV

Geometry as ORCA input:
```
! RIJCOSX wB97M-V def2-TZVPD def2/J DEFGRID3
* xyz -2 1
C 2.831 4.976 0.916
O 2.206 6.235 0.645
C 2.155 7.111 1.712
C 1.409 8.351 1.321
N -0.076 8.036 0.923
H -0.016 7.213 0.341
H -0.647 7.914 1.747
C -0.758 8.991 -0.071
C -0.673 10.482 0.386
O 0.580 11.011 -0.004
C 0.661 12.414 0.378
H 2.420 4.511 1.812
H 3.901 5.116 1.073
H 2.797 4.227 0.125
H 3.172 7.165 2.103
H 1.546 6.685 2.509
H 1.810 8.981 0.528
H 1.260 9.059 2.136
H -1.815 8.725 -0.047
H -0.183 8.735 -0.961
H -0.811 10.650 1.454
H -1.477 10.994 -0.143
H 0.371 13.133 -0.389
H 1.713 12.604 0.588
H 0.170 12.697 1.309
S -2.348 -7.577 -1.684
O -1.848 -7.360 -2.967
O -2.172 -8.999 -1.287
O -1.424 -7.183 -0.603
O -3.681 -6.994 -1.558
C -0.872 -0.502 -0.054
C -2.012 0.367 0.471
O -3.157 -0.173 0.791
O -1.798 1.512 0.801
H 0.006 -0.183 0.508
H -0.723 -0.692 -1.117
H -1.147 -1.487 0.324
C 3.116 -10.178 4.460
C 2.482 -8.840 4.771
N 2.270 -7.893 3.620
C 3.539 -7.505 2.986
C 3.397 -6.692 1.695
C 1.674 -6.617 4.146
C 0.545 -6.628 5.221
H 4.204 -10.122 4.483
H 2.974 -10.480 3.422
H 2.765 -10.913 5.185
H 1.599 -8.977 5.396
H 3.097 -8.328 5.511
H 4.099 -7.000 3.773
H 4.135 -8.405 2.835
H 2.711 -7.143 0.977
H 2.932 -5.722 1.871
H 4.378 -6.510 1.256
H 1.581 -5.900 3.330
H 2.563 -6.174 4.595
H 0.589 -5.709 5.805
H 0.800 -7.373 5.975
H -0.498 -6.761 4.935
N -2.068 2.042 7.614
C -2.810 1.300 8.543
C -3.079 0.076 7.950
C -2.446 0.092 6.695
C -1.760 1.310 6.502
H -1.635 2.933 7.811
H -2.879 1.665 9.557
H -3.565 -0.705 8.516
H -2.586 -0.737 6.017
H -1.160 1.810 5.756
N 2.545 -4.414 -5.161
C 3.870 -4.639 -5.491
C 4.227 -3.720 -6.399
C 3.212 -2.752 -6.418
C 2.117 -3.247 -5.735
H 1.919 -5.016 -4.646
H 4.277 -5.599 -5.211
H 5.224 -3.667 -6.812
H 3.327 -1.847 -6.997
H 1.094 -2.963 -5.535
N -1.631 4.522 -4.985
C -0.313 4.620 -4.605
C 0.384 5.412 -5.558
C -0.575 5.640 -6.547
C -1.816 5.087 -6.205
H -2.364 4.053 -4.472
H 0.033 4.039 -3.763
H 1.443 5.623 -5.536
H -0.234 6.209 -7.399
H -2.797 5.127 -6.656
N -4.760 -3.530 -5.755
C -5.843 -4.016 -6.390
C -6.646 -2.929 -6.706
C -6.030 -1.801 -6.261
C -4.957 -2.240 -5.496
H -3.933 -4.081 -5.578
H -5.798 -5.084 -6.538
H -7.558 -2.998 -7.280
H -6.417 -0.793 -6.261
H -4.336 -1.661 -4.828
*
```

---

Entry 4:
A structure of composition C30H55BO2P2Tl, computed with the ωB97M-V functional and the def2-TZVPD basis.

Computed properties:
HOMO energy (spin up / spin down) = -8.775 / -8.776 eV
Energy relative to the best compared isomer or geometry (same formula, charge and spin) = 0.000 eV

Geometry as ORCA input:
```
! RIJCOSX wB97M-V def2-TZVPD def2/J DEFGRID3
* xyz 1 1
Tl -0.137 -0.294 1.174
C -0.329 -3.086 2.249
C 1.029 -3.225 1.851
C 0.943 -1.651 3.529
C -0.385 -2.101 3.273
C 1.813 -2.342 2.646
C -1.500 -3.770 1.658
H -1.281 -4.212 0.681
H -2.363 -3.091 1.544
H -1.831 -4.592 2.316
C -1.624 -1.576 3.898
H -2.518 -1.823 3.310
H -1.610 -0.482 4.016
H -1.767 -2.005 4.902
C 1.330 -0.566 4.457
H 1.400 -0.948 5.487
H 0.608 0.263 4.469
H 2.305 -0.132 4.205
C 3.271 -2.143 2.541
H 3.794 -2.726 3.320
H 3.560 -1.088 2.690
H 3.668 -2.477 1.576
C 1.540 -4.083 0.767
H 1.958 -5.014 1.180
H 2.343 -3.592 0.197
H 0.744 -4.370 0.066
C -1.770 0.032 -5.861
C -1.681 -1.305 -5.910
C -0.700 -2.114 -6.707
C 0.596 -1.392 -7.141
C 1.409 -0.843 -5.999
C 1.302 0.332 -5.387
C 0.354 1.448 -5.724
C -0.900 1.052 -6.538
H -1.190 -2.505 -7.618
H 0.374 -0.653 -7.920
H -0.417 -3.002 -6.118
H -0.617 0.787 -7.564
H -2.598 0.486 -5.303
H -2.449 -1.905 -5.408
H -1.513 1.967 -6.615
H 0.022 1.926 -4.788
H 2.035 0.594 -4.608
H 0.889 2.231 -6.290
H 1.227 -2.161 -7.618
H 2.206 -1.536 -5.689
P -0.853 -0.832 -1.131
P 2.056 0.577 0.038
C 0.117 0.388 -2.075
C 1.026 1.353 -1.267
H -0.627 0.949 -2.651
H 0.712 -0.178 -2.800
H 1.715 1.882 -1.933
H 0.411 2.118 -0.774
C 2.829 1.845 1.090
H 3.490 1.329 1.803
H 2.058 2.383 1.663
H 3.427 2.561 0.505
C 3.368 -0.369 -0.810
H 3.864 0.235 -1.586
H 2.938 -1.268 -1.276
H 4.128 -0.686 -0.081
C -2.569 -0.260 -0.861
H -3.069 -0.952 -0.162
H -3.119 -0.248 -1.814
H -2.583 0.746 -0.411
C -0.857 -2.457 -1.935
H 0.152 -2.896 -1.886
H -1.161 -2.356 -2.990
H -1.557 -3.134 -1.423
C -2.174 1.930 4.994
C -1.928 2.647 3.662
C -3.071 3.604 3.427
O -1.976 1.711 2.592
B -0.648 1.370 2.370
O 0.268 2.150 3.067
C -0.496 3.243 3.557
C -0.409 4.386 2.540
C 0.115 3.695 4.860
H -2.281 2.683 5.788
H -1.367 1.237 5.287
H -3.111 1.357 4.927
H -4.008 3.036 3.501
H -3.045 4.390 4.193
H -3.003 4.042 2.421
H -0.979 5.250 2.903
H 0.643 4.686 2.435
H -0.779 4.108 1.536
H 0.195 2.858 5.571
H 1.127 4.073 4.658
H -0.509 4.494 5.281
*
```

---

| no. | F_max (eV/Å) |
| --- | --- |
| 1 | 10.518 |
| 2 | 2.253 |
| 3 | 5.417 |
| 4 | 2.862 |